# C7H12NOS

C7H12NOS as an isolated structure in a non-equilibrium geometry (the ωB97M-V functional and the def2-TZVPD basis, the OMol25 dataset).

```
22
Properties=species:S:1:pos:R:3:lowdin_charge:R:1
C 3.365 0.138 -0.666 -0.2115
C 2.141 -0.323 -1.136 -0.1665
C 3.423 0.376 0.657 -0.3797
C 1.261 -0.364 -0.114 -0.4236
C -2.788 -0.133 0.672 0.0128
C -1.501 1.281 -0.696 -0.0095
C -0.653 -0.956 0.011 -0.2168
N -1.423 0.272 0.314 -0.1762
O -0.740 -1.796 1.050 0.0529
S 1.924 -0.050 1.391 1.0278
H 4.224 0.473 -1.389 0.1634
H 1.982 -0.331 -2.196 0.1150
H 4.345 0.583 1.221 0.0953
H -2.986 -0.888 -0.063 0.1075
H -2.630 -0.760 1.495 0.0836
H -3.720 0.505 0.702 0.1556
H -2.457 1.340 -1.199 0.1078
H -1.225 2.358 -0.275 0.1737
H -0.751 1.135 -1.426 0.0826
H -0.905 -1.447 -0.944 0.1707
H -0.905 0.639 1.117 0.1718
H 0.019 -2.052 1.473 0.0633
```

Calculated values
spin multiplicity = 1
frontier orbital gap = 0.3632 Eh
calculated total energy = -801.7370 hartree
net charge = +1
energy relative to the best compared isomer or geometry (same formula, charge and spin) = 3.125 eV

# C7H12NP

One molecule with the formula C7H12NP in a non-equilibrium geometry (the ωB97M-V functional and the def2-TZVPD basis, the OMol25 dataset).

```
21
Properties=species:S:1:pos:R:3:lowdin_charge:R:1
C -1.098 1.987 0.486 0.0522
C 1.358 0.253 0.239 -0.1324
C -0.926 0.662 0.434 -0.4666
C -2.130 -0.280 -0.077 -0.5932
C -3.428 0.303 -0.471 -0.1717
C 3.641 -0.775 -0.432 -0.1341
C 2.508 -0.630 0.567 -0.2490
N 0.173 -0.032 0.558 -0.0266
P -1.710 -1.875 0.232 0.8832
H -0.306 2.691 0.789 0.0607
H -2.074 2.445 0.181 0.0646
H 1.491 1.226 -0.274 0.1354
H -4.029 -0.498 -0.886 0.0452
H -4.164 0.487 0.408 0.1237
H -3.226 1.030 -1.270 0.0811
H 3.136 -1.135 -1.393 0.0826
H 4.211 -1.569 -0.070 0.0333
H 4.208 0.208 -0.908 0.1349
H 3.010 -0.212 1.396 0.0872
H 2.070 -1.667 0.895 0.1550
H -2.713 -2.616 -0.406 -0.1654
```

Calculated values
spin multiplicity = 1
frontier orbital gap = 0.3059 Eh
calculated total energy = -669.8865 hartree
net charge = 0
energy relative to the best compared isomer or geometry (same formula, charge and spin) = 2.305 eV
SMILES string = [H]/P=C(\C)C(=C)/N=C/CC

# C7H12NSi

C7H12NSi as an isolated structure in a non-equilibrium geometry (the ωB97M-V functional and the def2-TZVPD basis, the OMol25 dataset).

```
21
Properties=species:S:1:pos:R:3:lowdin_charge:R:1
C 2.794 0.690 0.366 -0.0312
C 2.423 -0.609 0.706 -0.0603
C 1.983 1.394 -0.531 -0.0378
C 1.187 -1.104 0.356 -0.0616
C 0.756 0.887 -0.943 -0.1289
C 0.337 -0.333 -0.502 -0.3158
C -2.464 -0.495 0.267 -0.3323
N -1.551 0.415 0.986 0.0222
Si -1.761 -0.900 -1.399 0.9406
H 3.651 1.139 0.678 0.0845
H 3.091 -1.054 1.495 0.1380
H 2.354 2.386 -0.874 0.1294
H 0.948 -2.132 0.654 0.1197
H -0.038 1.304 -1.663 0.1145
H -3.331 0.111 0.117 0.0776
H -2.863 -1.306 0.845 0.0896
H -1.200 0.066 1.847 0.1243
H -1.848 1.335 1.324 0.1576
H -0.585 0.215 0.196 0.0333
H -2.192 -2.231 -1.570 -0.0471
H -1.689 0.221 -2.356 -0.0160
```

Calculated values
spin multiplicity = 1
frontier orbital gap = 0.3430 Eh
calculated total energy = -617.8053 hartree
net charge = +1
energy relative to the best compared isomer or geometry (same formula, charge and spin) = 0.717 eV

The lowest calculated total energy belongs to which entry?
C7H12NOS

Which value of energy relative to the best compared isomer or geometry (same formula, charge and spin) does entry 1 give?
3.125 eV

The lowest energy relative to the best compared isomer or geometry (same formula, charge and spin) belongs to which entry?
C7H12NSi

What is the net charge in the third record?
+1